{"formula": "C78H165N13O6", "method": "the ωB97M-V functional and the def2-TZVPD basis", "e_lumo_ev": -0.558, "gap_ev": 7.395, "species": ["C", "C", "N", "C", "C", "C", "C", "H", "H", "H", "H", "H", "H", "H", "H", "H", "H", "H", "H", "H", "H", "H", "C", "C", "N", "C", "C", "C", "C", "H", "H", "H", "H", "H", "H", "H", "H", "H", "H", "H", "H", "H", "H", "H", "C", "C", "N", "C", "C", "C", "C", "H", "H", "H", "H", "H", "H", "H", "H", "H", "H", "H", "H", "H", "H", "H", "C", "C", "N", "C", "C", "C", "C", "H", "H", "H", "H", "H", "H", "H", "H", "H", "H", "H", "H", "H", "H", "H", "C", "C", "N", "C", "C", "C", "C", "H", "H", "H", "H", "H", "H", "H", "H", "H", "H", "H", "H", "H", "H", "H", "C", "C", "N", "C", "C", "C", "C", "H", "H", "H", "H", "H", "H", "H", "H", "H", "H", "H", "H", "H", "H", "H", "C", "C", "N", "C", "C", "C", "C", "H", "H", "H", "H", "H", "H", "H", "H", "H", "H", "H", "H", "H", "H", "H", "C", "C", "N", "C", "C", "C", "C", "H", "H", "H", "H", "H", "H", "H", "H", "H", "H", "H", "H", "H", "H", "H", "C", "C", "N", "C", "C", "C", "C", "H", "H", "H", "H", "H", "H", "H", "H", "H", "H", "H", "H", "H", "H", "H", "C", "C", "N", "C", "C", "C", "C", "H", "H", "H", "H", "H", "H", "H", "H", "H", "H", "H", "H", "H", "H", "H", "C", "C", "C", "C", "C", "C", "N", "O", "O", "H", "H", "H", "H", "H", "C", "C", "C", "C", "C", "C", "N", "O", "O", "H", "H", "H", "H", "H", "C", "C", "C", "C", "C", "C", "N", "O", "O", "H", "H", "H", "H", "H"], "xyz": [[16.536427, 19.308546, 26.214050], [17.559489, 18.691661, 27.127142], [18.786451, 18.157738, 26.552710], [19.131949, 16.797038, 27.020256], [19.698023, 15.894063, 25.917605], [19.982414, 19.006298, 26.439727], [19.779800, 20.326415, 25.820183], [16.028259, 18.643464, 25.548842], [16.970912, 20.037552, 25.547038], [15.740695, 19.821977, 26.805942], [17.796254, 19.562213, 27.786438], [17.161931, 17.895780, 27.759759], [19.862501, 16.807720, 27.847669], [18.210567, 16.320011, 27.361903], [20.678804, 16.198517, 25.603500], [19.790212, 14.871508, 26.196577], [18.914716, 15.959498, 25.163766], [20.726071, 18.416914, 25.797528], [20.397276, 19.049045, 27.446563], [19.202257, 21.068680, 26.360796], [19.387726, 20.249801, 24.835607], [20.791956, 20.909850, 25.829827], [18.242651, 14.913182, 22.123170], [19.653334, 14.604879, 22.466962], [20.510771, 14.072437, 21.408536], [21.234647, 15.130569, 20.763279], [21.979572, 14.795028, 19.471626], [21.405785, 13.133121, 22.025732], [20.787778, 11.752314, 22.196986], [17.657056, 15.004854, 23.088674], [17.911219, 14.051247, 21.623398], [18.081150, 15.747611, 21.417101], [20.237502, 15.496601, 22.860953], [19.742539, 13.920520, 23.301566], [20.577184, 15.927825, 20.408346], [21.890749, 15.616797, 21.532587], [22.557492, 15.627185, 19.159662], [22.561427, 13.893860, 19.393396], [21.323272, 14.550142, 18.674804], [21.541685, 13.638562, 23.016535], [22.273405, 12.968776, 21.398803], [19.817742, 11.719391, 22.601306], [21.413321, 11.131118, 22.881342], [20.753236, 11.235313, 21.241920], [23.536376, 15.398918, 27.314745], [23.584655, 16.645848, 26.383492], [24.444333, 16.387920, 25.234906], [24.971359, 17.644375, 24.711181], [24.082575, 18.511094, 23.872320], [23.769703, 15.615972, 24.142850], [24.673735, 15.041373, 23.088657], [22.894971, 14.712382, 26.885888], [23.185215, 15.707485, 28.342135], [24.493867, 14.931269, 27.505365], [22.616791, 17.087940, 26.141034], [24.092385, 17.478711, 26.928671], [25.240952, 18.335354, 25.536881], [25.877215, 17.468425, 24.153888], [23.050633, 18.605386, 24.216453], [24.541831, 19.470247, 23.851994], [24.144389, 18.044878, 22.848406], [22.998128, 16.221111, 23.619697], [23.169723, 14.814262, 24.635288], [24.139759, 14.985881, 22.178642], [25.118944, 14.114969, 23.448439], [25.571356, 15.726904, 23.066941], [23.695747, 19.662874, 19.000690], [24.473937, 20.088520, 17.774546], [23.900615, 19.659436, 16.446559], [22.565871, 20.179254, 16.311615], [22.498337, 21.703500, 16.410149], [23.872566, 18.201289, 16.436887], [23.493816, 17.579749, 15.102607], [22.633191, 20.010092, 18.929700], [24.208238, 20.138711, 19.850918], [23.764048, 18.618216, 19.209280], [24.578578, 21.172140, 17.694204], [25.389851, 19.539154, 17.849098], [21.881371, 19.654092, 17.050091], [22.213326, 19.827801, 15.285165], [22.444325, 22.038647, 17.457569], [21.628043, 22.056365, 15.921291], [23.285617, 22.230967, 15.935730], [24.809595, 17.758799, 16.756141], [23.176147, 17.818231, 17.179470], [23.869942, 16.550649, 14.999054], [22.447335, 17.364499, 15.088462], [23.758241, 18.220909, 14.195864], [11.721975, 25.436067, 20.344830], [12.954910, 26.245323, 20.230103], [14.265699, 25.469645, 20.222939], [15.356942, 26.385255, 20.587746], [15.228021, 26.671085, 22.085143], [14.486353, 24.796197, 18.931296], [15.733344, 23.922316, 18.834221], [11.705560, 24.610759, 21.066733], [11.440330, 25.008515, 19.324321], [10.961427, 26.204952, 20.523176], [12.985964, 26.937246, 19.382300], [12.978683, 26.934565, 21.054763], [16.267123, 25.893398, 20.371326], [15.317498, 27.309102, 19.974337], [16.013551, 27.416059, 22.283544], [14.290016, 27.083579, 22.341184], [15.403342, 25.755509, 22.716888], [14.517788, 25.557687, 18.113644], [13.573704, 24.218401, 18.662355], [15.841602, 23.502921, 17.748333], [15.744313, 23.106613, 19.616695], [16.687188, 24.424562, 19.002415], [9.956129, 17.778813, 21.404511], [10.881305, 18.963877, 21.109777], [11.918750, 18.514398, 20.168793], [13.056421, 17.845913, 20.808693], [13.617664, 16.730302, 19.943141], [12.315839, 19.451952, 19.152712], [13.166671, 20.630146, 19.631872], [9.262778, 17.952655, 22.229205], [10.556185, 16.946113, 21.628256], [9.322568, 17.577859, 20.541127], [10.321944, 19.846405, 20.673540], [11.418035, 19.368131, 22.007228], [13.880269, 18.466733, 21.183009], [12.789493, 17.511046, 21.810167], [14.619059, 16.482977, 20.215525], [13.086925, 15.783994, 19.924906], [13.726994, 17.181991, 18.978040], [11.353391, 19.856504, 18.771478], [12.811272, 18.955547, 18.321524], [13.268110, 21.301253, 18.763415], [14.087953, 20.313986, 20.101786], [12.488336, 21.115057, 20.365831], [15.006433, 22.307322, 13.376028], [15.608791, 23.277097, 14.398673], [17.013468, 23.520706, 14.161100], [17.407953, 24.930715, 14.393674], [17.027441, 25.469161, 15.762483], [17.880544, 22.521395, 14.824216], [19.316634, 22.433219, 14.318406], [13.908107, 22.424782, 13.280781], [15.258786, 21.285040, 13.609339], [15.373198, 22.574772, 12.369772], [15.014653, 24.156610, 14.266111], [15.379173, 22.903610, 15.440454], [18.469354, 24.937699, 14.252445], [16.976697, 25.544228, 13.571120], [17.466169, 26.506163, 15.782181], [15.944159, 25.553477, 15.966731], [17.537587, 24.861514, 16.534603], [17.510869, 21.534178, 14.641172], [17.803992, 22.633103, 15.972364], [19.856399, 23.340481, 14.707970], [19.450841, 22.400223, 13.260407], [19.823001, 21.581515, 14.854966], [22.633979, 26.471680, 20.573120], [21.217018, 25.957501, 20.238931], [21.101209, 25.907166, 18.779434], [21.927212, 24.824493, 18.171680], [22.535064, 25.246747, 16.866112], [19.792943, 25.948766, 18.192728], [19.256859, 27.364976, 18.051195], [22.738608, 26.466061, 21.682757], [22.671024, 27.530341, 20.308132], [23.472474, 25.925044, 20.199199], [20.974326, 24.952737, 20.705175], [20.513041, 26.773261, 20.666767], [21.208328, 23.980715, 18.087723], [22.639453, 24.647469, 18.971367], [23.298073, 24.554792, 16.516248], [23.056091, 26.238279, 16.968756], [21.784893, 25.347709, 16.101208], [19.947689, 25.468971, 17.220515], [19.070921, 25.342223, 18.684526], [18.428955, 27.529279, 17.377574], [18.805427, 27.597389, 19.056680], [19.991991, 28.030956, 17.704613], [19.322297, 22.032144, 18.144825], [18.184349, 21.269076, 18.806510], [18.797599, 20.053932, 19.386227], [19.309564, 20.290889, 20.760581], [20.265393, 19.157131, 21.115158], [18.039114, 18.823800, 19.154445], [16.688670, 18.781710, 19.853850], [19.787775, 21.492368, 17.317323], [20.094865, 22.317578, 18.876468], [18.931809, 22.945041, 17.671125], [17.596126, 21.973166, 19.522946], [17.439512, 20.928643, 18.044989], [19.756398, 21.300748, 20.813406], [18.541848, 20.170936, 21.527658], [19.843861, 18.148955, 21.042210], [21.091376, 19.200368, 20.435621], [20.560380, 19.310411, 22.160970], [18.558237, 17.979994, 19.475986], [17.795957, 18.580004, 18.125464], [16.116041, 19.686302, 19.553259], [16.907395, 18.851942, 20.915207], [16.099346, 17.881263, 19.636137], [21.219257, 18.864760, 11.674181], [19.902393, 18.072298, 11.695359], [19.465165, 17.626383, 13.014551], [18.190395, 16.868914, 12.946619], [18.372086, 15.450393, 12.349147], [19.287596, 18.850507, 13.831908], [18.915818, 18.549953, 15.325396], [21.563543, 19.105231, 10.658957], [21.946110, 18.221397, 12.142362], [21.130474, 19.802079, 12.203660], [19.037247, 18.621746, 11.196790], [20.150615, 17.172204, 11.121683], [17.713233, 16.767366, 13.963408], [17.443037, 17.492236, 12.449043], [17.402228, 15.014196, 12.141065], [18.964273, 15.376744, 11.463391], [18.885605, 14.855755, 13.103581], [18.574164, 19.591238, 13.355268], [20.282805, 19.285089, 13.964412], [19.186646, 19.420570, 15.946441], [19.573476, 17.723904, 15.551849], [17.892097, 18.188681, 15.371429], [15.641933, 21.046177, 22.939871], [15.387772, 22.383625, 22.640147], [14.068021, 22.740479, 22.742745], [13.101385, 21.833861, 23.223533], [13.436750, 20.558526, 23.594041], [14.704776, 20.136712, 23.374921], [11.717372, 22.331222, 23.465928], [11.608277, 23.537348, 23.504792], [10.789956, 21.498804, 23.490980], [16.674230, 20.710831, 22.812435], [16.205760, 23.028300, 22.440451], [13.859070, 23.752033, 22.575464], [12.686848, 19.841105, 23.983790], [14.999841, 19.118572, 23.543434], [16.953770, 11.087842, 18.825714], [17.697207, 12.112206, 19.504992], [18.153240, 13.265070, 18.830060], [17.912610, 13.419589, 17.484061], [17.297110, 12.373483, 16.796944], [16.784304, 11.285564, 17.461678], [18.269736, 14.635368, 16.753333], [18.510748, 14.527650, 15.577483], [18.281775, 15.610651, 17.467871], [16.666037, 10.255425, 19.401707], [17.893774, 11.976377, 20.569486], [18.707033, 13.967367, 19.435983], [17.170980, 12.426855, 15.754919], [16.307912, 10.490898, 16.844907], [14.656011, 17.910241, 16.031834], [15.294749, 19.090329, 16.468764], [14.653554, 20.316376, 16.390004], [13.335050, 20.307194, 15.863916], [12.716829, 19.149719, 15.496868], [13.345954, 17.897062, 15.565507], [12.435890, 21.501118, 15.914694], [11.305224, 21.349886, 15.459987], [12.952554, 22.531598, 16.277752], [15.238929, 16.991895, 16.105735], [16.362152, 19.042110, 16.729399], [15.151053, 21.240734, 16.488783], [11.601690, 19.257457, 15.203916], [12.803196, 17.021539, 15.252679]], "forces_ev_per_angstrom": [[-0.90, 0.41, -0.09], [1.03, 1.07, 1.15], [-0.02, -1.08, -0.96], [0.26, 0.08, -0.08], [-1.11, 1.05, 0.06], [0.10, -2.31, 0.05], [2.21, 2.57, 0.55], [-0.27, -0.91, -0.28], [0.33, 0.44, 0.01], [0.62, -0.32, -0.31], [0.19, -0.66, 0.22], [-0.37, 0.31, -0.05], [-0.25, 0.24, 0.19], [0.14, 0.11, 0.17], [0.27, 0.35, -0.59], [-0.05, -0.89, 0.63], [0.53, -0.11, -0.69], [-0.90, 0.78, 0.87], [0.51, 0.45, 0.25], [-0.69, -0.37, 0.38], [-0.17, 0.00, -0.99], [-1.43, -1.27, -0.52], [-0.63, 0.75, 1.00], [2.16, 1.53, 0.59], [-1.37, -0.26, -1.25], [0.70, 0.82, -0.40], [-0.25, -0.96, 0.46], [-0.62, -0.23, 0.86], [1.70, -0.75, 0.18], [0.44, 0.29, -1.27], [-0.98, -1.22, -0.65], [0.16, -0.08, 0.61], [-0.83, -0.36, -0.11], [-0.67, -0.31, 0.14], [-0.48, -0.03, 0.52], [0.05, -0.14, -0.52], [0.70, 0.79, -0.25], [0.91, -0.33, 0.94], [-1.34, 0.36, -0.75], [1.41, -0.96, -0.34], [0.53, 0.50, 0.33], [-1.39, 0.35, 0.58], [-0.27, 0.42, -0.49], [0.00, -0.01, -0.19], [0.17, 2.62, 1.43], [1.69, 0.04, 1.26], [-0.40, -0.01, -1.24], [0.32, 0.79, 1.40], [-0.31, -1.37, -1.84], [-1.48, 0.08, 1.37], [2.24, 1.04, 1.96], [-1.45, -1.72, -0.53], [-0.09, -0.36, -1.09], [0.39, 0.18, -0.46], [-0.46, -0.45, -0.13], [-0.30, -0.69, -0.15], [0.27, -1.00, 0.10], [0.43, -0.15, -0.15], [0.06, -0.10, -0.05], [0.18, 0.95, -0.31], [-0.71, 0.92, 0.60], [0.22, 0.10, 0.38], [0.49, 0.40, -0.26], [-0.10, -0.34, -1.15], [-0.28, -0.33, -0.39], [-0.94, -0.57, -0.75], [-0.63, 1.67, 0.40], [-0.75, -0.63, -1.39], [0.91, -0.33, 1.50], [-1.00, -0.75, -1.36], [-0.43, -0.81, 1.24], [0.02, -0.44, -0.44], [0.22, 0.14, -1.12], [0.84, -0.40, 0.45], [-0.47, 0.07, -0.04], [-0.24, -0.83, -0.13], [0.38, -0.20, 0.38], [1.10, 0.39, -0.16], [0.26, 0.75, -0.60], [0.21, 0.59, 1.14], [0.05, -0.08, -0.29], [-1.11, 0.32, -0.33], [1.17, 0.09, -0.48], [0.62, 0.51, -0.01], [-0.51, -0.05, 0.30], [0.57, 0.48, -0.05], [-1.06, 0.41, -0.30], [-0.16, -0.92, 1.25], [-1.43, -0.48, -2.33], [2.67, -0.47, 0.02], [-0.84, 0.23, -0.21], [-2.02, -0.31, 0.40], [2.23, -0.43, -0.18], [-0.69, 0.68, -0.61], [0.28, -1.40, -0.66], [0.17, 0.56, 0.06], [0.33, 0.26, 1.28], [-0.38, -0.60, 0.35], [-0.42, -0.21, -0.53], [0.21, 0.02, 0.57], [1.11, -0.38, -0.08], [0.04, -0.07, 0.24], [-0.25, -0.17, 0.53], [-0.87, 0.45, 0.34], [-0.10, 0.85, -0.74], [0.22, -0.12, 0.23], [0.64, 0.05, 0.45], [-0.42, 0.41, 2.02], [-0.38, 0.54, -1.04], [-0.14, 0.46, -0.06], [-0.85, 1.65, -0.10], [0.50, 0.89, -0.03], [0.53, -0.62, 0.32], [-0.32, -0.48, 0.96], [0.06, 0.41, 0.30], [-0.67, 0.60, -0.25], [-1.82, 0.25, -0.10], [0.18, 0.16, 0.18], [0.65, -1.30, 0.26], [0.24, -0.15, -0.17], [0.54, -1.02, 0.37], [-0.85, -0.33, -0.27], [0.19, 0.78, -0.91], [-0.81, -0.67, -0.07], [0.85, -0.19, 0.55], [-0.56, 0.21, -0.15], [-0.16, -0.26, -0.99], [0.61, -0.11, -0.17], [0.02, -0.31, -0.07], [0.51, 0.00, 0.54], [0.29, 0.24, -0.08], [0.83, 0.22, -0.12], [-0.29, 0.48, -0.59], [-0.61, -1.16, 0.19], [0.64, -0.02, 0.07], [-1.21, -1.02, -0.54], [0.89, 1.14, 0.08], [-0.55, 0.55, 0.72], [0.97, 1.18, 2.79], [0.43, -0.24, 0.48], [0.00, -0.48, -0.16], [0.14, -0.24, 0.43], [0.06, 1.02, 0.17], [0.33, 0.46, -0.74], [0.71, 0.34, 0.05], [0.13, -0.33, 0.53], [-0.52, -0.89, 0.36], [0.54, -0.23, -0.20], [-0.42, 0.41, -0.13], [-0.97, -0.59, -0.23], [0.46, -0.08, -1.42], [-0.13, -0.68, -0.55], [-0.21, -0.27, -0.72], [-0.51, 0.62, -0.84], [-1.20, 0.54, 2.13], [-0.30, 0.78, -0.13], [0.62, 0.24, 0.15], [-1.54, 0.62, 1.52], [1.15, 0.92, 0.14], [0.49, 0.48, -1.54], [-1.63, -0.66, 1.67], [0.04, -0.08, -0.54], [0.25, -0.21, -0.34], [0.34, -0.32, -0.54], [0.20, 0.88, -0.17], [0.80, -1.57, -0.78], [0.95, -0.09, -0.21], [0.46, -0.70, -0.51], [-0.09, -0.25, -0.04], [-0.60, -0.83, 0.04], [-0.30, 0.05, -0.41], [-0.43, 0.27, -0.19], [-0.82, -0.81, 0.82], [-0.39, -0.63, -0.33], [0.82, 0.54, -0.83], [1.22, 0.96, 0.15], [-0.41, 0.95, -0.33], [-0.31, -0.14, 0.01], [-0.47, 0.70, 0.14], [-0.55, -1.70, -0.83], [0.15, 0.57, 0.60], [-1.55, 0.72, 0.13], [-0.19, 0.92, 0.12], [-0.02, -0.35, 0.32], [-0.26, -0.16, -0.26], [0.17, 0.12, 0.33], [1.00, -1.35, -0.76], [0.49, 0.39, 0.41], [-0.10, -0.63, -0.01], [-0.61, 0.73, 0.02], [-0.27, 0.36, 0.04], [0.84, -0.11, -0.14], [0.37, -0.20, -0.23], [1.37, -1.28, 0.57], [0.75, 0.71, -0.64], [0.06, -0.60, 0.26], [-0.51, -0.09, 0.39], [0.27, 0.26, 0.03], [-0.73, -0.03, -0.12], [-0.39, -0.24, -1.04], [-0.58, 0.89, 0.96], [0.18, -0.14, 0.44], [-0.29, 0.67, 1.19], [-0.06, -0.18, 1.13], [0.40, 0.06, -1.80], [-0.31, -0.28, 0.17], [0.54, 0.02, 0.29], [0.18, 0.25, 0.18], [0.95, -0.39, 0.21], [-0.53, 0.10, -0.17], [1.02, -0.12, -0.79], [-0.15, -0.05, -0.74], [-0.20, -0.16, 0.02], [0.31, 0.37, -0.72], [-0.11, -0.13, 0.00], [0.63, -0.56, 0.30], [-0.25, 0.29, -0.58], [-0.57, -0.38, -0.07], [0.13, -0.31, 0.59], [-0.09, 0.35, 0.59], [1.92, -0.10, -0.52], [-0.94, -2.25, 0.76], [-0.46, -0.16, 0.77], [0.33, 0.99, 0.19], [-2.21, -1.04, 0.19], [1.23, 0.03, -0.27], [-0.30, -1.06, -1.08], [-0.63, -0.21, 0.32], [1.51, 1.47, 0.33], [-0.23, -0.08, 0.11], [0.25, 0.71, -0.48], [-0.88, 1.23, -0.39], [0.38, 0.80, -0.27], [0.02, -0.24, 0.18], [1.98, 3.17, 0.23], [-0.75, -0.74, -1.03], [-0.17, -0.60, 1.36], [-0.54, -1.72, -0.25], [0.03, 0.78, 0.69], [-0.48, -1.93, -0.37], [-0.08, -1.51, 1.46], [0.06, 0.78, -0.41], [0.31, 1.31, -0.65], [-0.61, -0.99, 0.18], [0.10, 0.23, -0.32], [0.03, 0.29, -0.24], [-0.11, 0.23, -1.16], [0.27, 0.71, 0.57], [0.25, -0.33, 0.44], [0.17, 0.00, -0.67], [-1.36, -0.85, -1.31], [0.35, -0.21, 1.30], [-2.72, -0.85, -0.61], [0.56, 1.49, 0.14], [0.54, -0.91, -1.61], [0.75, 0.89, 0.87], [-0.48, 0.43, 0.40], [-0.23, 0.07, -0.08], [-0.70, 0.07, 0.06], [0.48, 0.81, 0.74], [2.18, -0.43, 0.41], [0.18, -0.23, 0.04]]}